(1)
H6O3 | ωB97M-V with the def2-TZVPD basis set

Atoms and positions in Å:
H: 0.58582 1.01394 0.23624
H: -0.35990 -2.33409 -0.20252
O: -1.05873 -1.67999 -0.19601
H: -0.62196 -0.85987 -0.42594
H: 0.01973 1.34675 1.60030
H: -0.35398 0.81195 -0.78994
O: 0.72826 1.57502 0.99855
H: 0.90609 -0.02059 -0.89473
O: 0.15464 0.14692 -0.32597

The calculation puts the HOMO energy at -10.4 eV. The calculation puts the energy above the lowest of the compared OMol25 structures with the same formula, charge and spin at 403.01 kJ/mol. The gap between HOMO and LUMO is 0.382 Eh. The largest force on an atom is 6.6 eV/Å. Its net charge is 0.

(2)
C2H3NO3S | ωB97M-V with the def2-TZVPD basis set

Atoms and positions in Å:
O: -1.60800 0.93610 -0.93256
S: -2.81242 0.12016 -0.55878
H: -0.54634 -2.02664 1.59222
C: -0.48620 -1.21429 0.72614
N: 0.30202 -0.18344 0.69374
O: -1.16254 -1.39845 -0.34650
O: -3.09077 0.17580 0.80445
C: -0.02572 0.78106 -0.25485
H: 0.35068 0.59061 -1.27145
H: 0.01891 1.67307 0.38156

The calculation puts the HOMO energy (alpha / beta) at -9.3 / -9.3 eV. The calculation puts the energy above the lowest of the compared OMol25 structures with the same formula, charge and spin at 332.11 kJ/mol. The gap between HOMO and LUMO (alpha / beta) is 0.295 / 0.295 Eh. The largest force on an atom is 3.6 eV/Å. Its net charge is 0.

(3)
C3H6O2S | ωB97M-V with the def2-TZVPD basis set

Atoms and positions in Å:
H: -1.45477 1.08845 -0.78046
S: 2.26776 -0.32085 0.28027
H: -1.61204 1.07643 1.04916
C: -0.93338 1.13777 0.17338
H: 1.04037 -0.90922 -1.62545
H: -0.13444 -0.42335 1.31452
H: -0.06977 1.81701 0.31047
H: -1.98720 -1.07521 0.36621
O: 3.49255 -0.48176 -0.50157
C: -0.28744 -0.30174 0.25246
C: 0.94537 -0.44681 -0.61280
O: -1.26701 -1.16074 -0.22618

The calculation puts the HOMO energy at -9.4 eV. The calculation puts the energy above the lowest of the compared OMol25 structures with the same formula, charge and spin at 255.43 kJ/mol. The gap between HOMO and LUMO is 0.342 Eh. The largest force on an atom is 2.6 eV/Å. Its net charge is 0.

Question: Which value of largest force on an atom does entry 1 give?
Answer: 6.6 eV/Å

Question: What is the largest force on an atom in the third record?
Answer: 2.6 eV/Å